1.
{"formula": "C7H11N3", "method": "ωB97M-V/def2-TZVPD", "symbols": ["C", "C", "C", "C", "C", "C", "C", "N", "N", "N", "H", "H", "H", "H", "H", "H", "H", "H", "H", "H", "H"], "coordinates": [[1.7234, -1.6713, -0.4905], [1.1119, 1.2896, 1.3266], [2.0771, 1.5405, 0.2838], [-2.5332, -1.4026, -0.3710], [-2.7166, -0.4573, 0.6969], [-1.4767, -0.2585, -0.2777], [1.5236, 0.5494, -0.9255], [2.4393, -2.5587, -0.7046], [0.8655, -0.6518, -0.5826], [-0.2105, -0.6909, 0.2858], [1.3976, 0.7469, 2.1907], [0.2036, 1.8425, 1.4792], [3.1814, 1.4456, 0.5514], [-2.1376, -2.3644, -0.1257], [-3.1592, -1.4601, -1.2445], [-3.4809, 0.3024, 0.4754], [-2.6205, -0.8584, 1.7115], [-1.5059, 0.6413, -0.8286], [2.0670, 2.5502, -0.3278], [0.8967, 1.2262, -1.4995], [2.3540, 0.2394, -1.6233]], "e_above_lowest_kcal_mol": 129.2, "homo_energy_ha": [-0.310, -0.306], "total_charge": 0, "orbital_gap_ev": [8.49, 8.02], "energy_ha": -437.35680}

=====

2.
{"formula": "C7H11N3O", "method": "ωB97M-V/def2-TZVPD", "symbols": ["C", "C", "C", "C", "C", "C", "C", "H", "H", "H", "H", "H", "H", "H", "H", "H", "H", "H", "N", "N", "N", "O"], "coordinates": [[0.1857, -2.8164, -1.0262], [-0.2547, -1.4392, -0.6625], [-2.2888, 1.3553, -0.6549], [0.0953, 0.7217, -0.1922], [0.2330, 2.2582, 0.4633], [0.7785, -0.4657, -0.1040], [2.2051, -0.7869, 0.7822], [-0.9757, -3.1746, -0.9292], [0.6310, -2.7675, -2.2933], [1.1997, -3.1073, -0.1639], [-3.2018, 1.0333, 0.3679], [-2.6965, 0.7384, -1.5799], [-2.1394, 2.4639, -1.0012], [-1.1157, 2.3302, 0.7593], [1.0527, 2.2336, 1.3048], [0.5929, 3.1243, -0.1273], [2.7533, -1.2079, -0.0705], [0.9649, 0.3958, 2.1797], [-1.3985, -0.7125, -0.9826], [-1.0772, 0.4894, -0.7516], [2.5881, -0.6637, 1.9331], [1.8682, -0.0026, 2.7492]], "e_above_lowest_kcal_mol": 255.9, "homo_energy_ha": -0.325, "total_charge": 0, "orbital_gap_ev": 9.39, "energy_ha": -512.44990}

=====

3.
{"formula": "C7H11N3O", "method": "ωB97M-V/def2-TZVPD", "symbols": ["N", "C", "C", "C", "C", "N", "C", "C", "O", "C", "N", "H", "H", "H", "H", "H", "H", "H", "H", "H", "H", "H"], "coordinates": [[-3.2804, 0.8050, 1.3931], [-2.6846, 0.2730, 0.5720], [-1.9238, -0.4058, -0.4761], [-0.6523, -1.1042, 0.0848], [-0.9253, -2.5362, 0.2653], [-1.1287, -3.6552, 0.4072], [0.5934, -0.9440, -0.8072], [1.2113, 0.4494, -0.7523], [0.2530, 1.4231, -1.1784], [1.7492, 0.7729, 0.6607], [0.7549, 1.5067, 1.4385], [-2.5822, -1.1458, -0.9341], [-1.6508, 0.3251, -1.2336], [-0.4313, -0.6944, 1.0744], [1.3560, -1.6328, -0.4354], [0.3713, -1.2304, -1.8386], [2.0498, 0.4670, -1.4538], [0.6834, 2.0513, -1.7627], [2.7206, 1.2782, 0.5725], [1.9308, -0.1657, 1.1929], [1.1707, 1.8569, 2.2928], [0.4149, 2.3059, 0.9179]], "smiles": "N#CC[C@@H](C#N)C[C@@H](O)CN", "e_above_lowest_kcal_mol": 28.9, "homo_energy_ha": -0.359, "total_charge": 0, "orbital_gap_ev": 9.98, "energy_ha": -512.81171}

=====

4.
{"formula": "C7H11N4", "method": "ωB97M-V/def2-TZVPD", "symbols": ["N", "C", "C", "C", "C", "C", "C", "N", "N", "C", "N", "H", "H", "H", "H", "H", "H", "H", "H", "H", "H", "H"], "coordinates": [[-0.4572, 2.5919, -0.3617], [-1.4243, 2.0572, -0.0391], [-2.4394, 1.2376, 0.4836], [-2.5459, -0.1013, 0.4656], [-1.7681, -1.1868, -0.2575], [-0.3541, -1.3852, 0.2340], [0.6599, -0.6882, -0.2991], [0.6159, 0.1161, -1.4244], [1.9351, -0.6392, 0.3465], [2.5700, 0.4889, 0.5893], [2.1403, 1.6790, 0.2754], [-3.1839, 1.7959, 1.0409], [-3.3800, -0.4927, 1.0345], [-2.3163, -2.1197, -0.1233], [-1.7678, -0.9538, -1.3259], [-0.2195, -1.9369, 1.1469], [-0.2021, -0.0073, -2.0015], [1.4742, 0.1504, -1.9572], [2.2988, -1.5025, 0.7294], [3.5329, 0.4027, 1.0843], [1.2096, 1.8658, -0.1449], [2.6944, 2.4930, 0.5018]], "smiles": "N#C/C=C\\C/C=C(\\N)NC=[NH2+]", "e_above_lowest_kcal_mol": 34.4, "homo_energy_ha": -0.460, "total_charge": 1, "orbital_gap_ev": 9.32, "energy_ha": -492.09747}

=====

5.
{"formula": "C7H11N5O", "method": "ωB97M-V/def2-TZVPD", "symbols": ["H", "N", "C", "N", "C", "N", "C", "C", "C", "N", "N", "C", "C", "O", "H", "H", "H", "H", "H", "H", "H", "H", "H", "H"], "coordinates": [[-2.2771, -2.4577, -1.2388], [-2.8350, -1.4899, -1.2177], [-2.4234, -0.6546, -0.3038], [-3.0407, 0.6661, -0.2224], [-1.9317, 1.7167, -0.3016], [-0.6502, 1.7484, 0.1559], [-0.3806, 0.4466, 0.7512], [-1.3564, -0.7890, 0.7923], [-0.3402, -1.8860, 0.6440], [0.8014, -1.3830, 0.2120], [0.6594, -0.0033, -0.0686], [1.9636, 0.8058, 0.2498], [3.0394, 0.5411, -0.7477], [3.6518, -0.7541, -0.4972], [-3.6731, 0.7102, -0.9737], [-2.3000, 2.7744, -0.4930], [-0.0619, 0.7087, 1.8202], [-1.8182, -0.5201, 1.8303], [-0.3965, -2.8802, 0.9214], [2.3292, 0.4388, 1.2395], [1.6125, 1.8129, 0.3068], [2.7964, 0.5356, -1.8918], [3.7778, 1.2840, -0.7825], [2.8538, -1.3714, -0.1847]], "smiles": "[H]/N=C1/NC=N[C@H]2[C@@H]1C=NN2CCO", "e_above_lowest_kcal_mol": 111.8, "homo_energy_ha": -0.340, "total_charge": 0, "orbital_gap_ev": 9.74, "energy_ha": -622.21104}

=====

6.
{"formula": "C7H11N7O3PdS3", "method": "ωB97M-V/def2-TZVPD", "symbols": ["Pd", "N", "N", "C", "N", "N", "N", "O", "O", "H", "H", "H", "H", "H", "S", "C", "C", "N", "C", "S", "C", "N", "C", "S", "C", "O", "H", "H", "H", "H", "H", "H"], "coordinates": [[0.1491, 0.5021, -0.8917], [-0.1686, -0.1794, 1.9635], [-1.3971, -0.8909, 1.9387], [-1.4049, -2.1856, 1.5867], [-2.6393, -2.6984, 1.3070], [-0.2187, -2.8033, 1.5190], [-0.1241, -4.1421, 1.3837], [1.0008, -4.5626, 1.1635], [-1.0967, -4.9257, 1.3722], [-0.4095, 0.7360, 2.3366], [-0.0421, 0.0552, 0.9208], [-2.2046, -0.3695, 1.6168], [-3.4042, -2.2301, 1.7657], [-2.6530, -3.7086, 1.3349], [0.3388, 1.3815, -3.2209], [-1.0079, 2.4664, -3.0724], [-1.2854, 3.2336, -4.2537], [-1.4890, 3.8296, -5.2222], [-1.8293, 2.6584, -1.9825], [-1.7468, 1.8599, -0.4303], [-2.8945, 3.6086, -2.0910], [-3.7558, 4.3780, -2.1396], [4.7490, -2.0133, 0.1754], [3.1519, -1.2978, 0.6625], [2.4533, -1.4088, -0.9887], [3.4765, 0.1145, 0.9906], [4.6151, -3.0438, -0.1566], [5.3896, -1.9834, 1.0559], [5.1780, -1.4009, -0.6187], [2.2569, -2.4717, -1.1548], [3.1323, -0.9996, -1.7359], [1.4596, -0.9115, -1.0798]], "e_above_lowest_kcal_mol": 38.5, "homo_energy_ha": 0.001, "total_charge": -2, "orbital_gap_ev": 4.50, "energy_ha": -2204.66595}

=====

7.
{"formula": "C7H11NO", "method": "ωB97M-V/def2-TZVPD", "symbols": ["H", "N", "C", "C", "C", "H", "H", "H", "H", "C", "C", "C", "C", "O", "H", "H", "H", "H", "H", "H"], "coordinates": [[-1.5566, 1.9477, -0.6214], [-1.0606, 2.6284, -0.0441], [-0.5668, 2.1297, 0.9964], [-0.5787, 0.7143, 1.4030], [0.0068, 0.3075, 2.5504], [0.0281, 2.7929, 1.6147], [-1.4036, 0.1438, 0.9877], [0.6624, 0.9603, 3.1095], [-0.2133, -0.6593, 2.9889], [1.5034, 0.5459, -0.8905], [0.8902, -0.5495, -0.3963], [-0.2308, -0.9118, -1.3374], [-0.3091, -2.3848, -1.6556], [-1.1393, -0.1437, -1.5897], [2.5451, 0.7317, -0.6863], [0.9564, 1.3866, -1.2802], [1.4546, -1.3703, 0.0257], [0.6008, -2.7146, -2.1598], [-1.1722, -2.5855, -2.2845], [-0.4167, -2.9694, -0.7305]], "smiles": "[H]/N=C\\C=C.C=CC(C)=O", "e_above_lowest_kcal_mol": 76.3, "homo_energy_ha": -0.339, "total_charge": 0, "orbital_gap_ev": 9.68, "energy_ha": -403.21233}

=====

8.
{"formula": "C7H11NO", "method": "ωB97M-V/def2-TZVPD", "symbols": ["C", "C", "N", "C", "O", "C", "C", "C", "C", "H", "H", "H", "H", "H", "H", "H", "H", "H", "H", "H"], "coordinates": [[-4.2649, 0.0965, -0.0959], [-3.0847, 0.3177, -0.0331], [-1.8130, 0.6211, 0.1345], [-0.5724, -0.6558, 0.0508], [-0.9981, -1.7562, 0.0656], [0.8266, -0.1443, 0.0383], [1.0634, 0.8555, 1.1716], [1.7253, -1.3744, 0.2404], [1.1115, 0.4843, -1.3327], [-5.2974, -0.0639, -0.1361], [-1.4847, 1.4558, -0.3277], [2.1251, 1.0897, 1.2254], [0.5105, 1.7766, 1.0178], [0.7574, 0.4249, 2.1222], [1.5219, -2.1259, -0.5214], [1.5332, -1.8233, 1.2125], [2.7735, -1.0887, 0.1826], [0.9081, -0.2319, -2.1257], [0.5009, 1.3676, -1.5007], [2.1577, 0.7747, -1.3885]], "smiles": "C#CNC(=O)C(C)(C)C", "e_above_lowest_kcal_mol": 67.1, "homo_energy_ha": -0.304, "total_charge": 0, "orbital_gap_ev": 8.90, "energy_ha": -403.22710}

=====

What did the sixth record say?
{"formula": "C7H11N7O3PdS3", "method": "ωB97M-V/def2-TZVPD", "symbols": ["Pd", "N", "N", "C", "N", "N", "N", "O", "O", "H", "H", "H", "H", "H", "S", "C", "C", "N", "C", "S", "C", "N", "C", "S", "C", "O", "H", "H", "H", "H", "H", "H"], "coordinates": [[0.1491, 0.5021, -0.8917], [-0.1686, -0.1794, 1.9635], [-1.3971, -0.8909, 1.9387], [-1.4049, -2.1856, 1.5867], [-2.6393, -2.6984, 1.3070], [-0.2187, -2.8033, 1.5190], [-0.1241, -4.1421, 1.3837], [1.0008, -4.5626, 1.1635], [-1.0967, -4.9257, 1.3722], [-0.4095, 0.7360, 2.3366], [-0.0421, 0.0552, 0.9208], [-2.2046, -0.3695, 1.6168], [-3.4042, -2.2301, 1.7657], [-2.6530, -3.7086, 1.3349], [0.3388, 1.3815, -3.2209], [-1.0079, 2.4664, -3.0724], [-1.2854, 3.2336, -4.2537], [-1.4890, 3.8296, -5.2222], [-1.8293, 2.6584, -1.9825], [-1.7468, 1.8599, -0.4303], [-2.8945, 3.6086, -2.0910], [-3.7558, 4.3780, -2.1396], [4.7490, -2.0133, 0.1754], [3.1519, -1.2978, 0.6625], [2.4533, -1.4088, -0.9887], [3.4765, 0.1145, 0.9906], [4.6151, -3.0438, -0.1566], [5.3896, -1.9834, 1.0559], [5.1780, -1.4009, -0.6187], [2.2569, -2.4717, -1.1548], [3.1323, -0.9996, -1.7359], [1.4596, -0.9115, -1.0798]], "e_above_lowest_kcal_mol": 38.5, "homo_energy_ha": 0.001, "total_charge": -2, "orbital_gap_ev": 4.50, "energy_ha": -2204.66595}

=====

> What is the formula in the fourth record?

C7H11N4